# 1
DFT (ωB97M-V with the def2-TZVPD basis set) results for a molecular structure, C20H20Cl2GaGeS in a non-equilibrium geometry.

CARTESIAN COORDINATES (ANGSTROEM)
Ge -1.81962 -1.82725 -0.33495
Ga -0.04375 0.70111 0.94854
Cl 4.28454 0.47092 3.63429
Cl -0.24396 -2.55079 3.88471
S 1.01465 0.49986 3.12418
C -1.66105 1.87575 -1.88135
C -1.03467 -3.55154 0.24859
C -2.04308 3.26590 -3.81525
C 2.19074 -3.51280 3.83666
C -1.49066 -0.39355 0.98497
C -2.40107 2.22170 -2.97452
C 0.31517 2.17798 -0.36344
C 3.37967 -0.98327 3.55445
C -0.82700 3.91170 -3.57923
C 1.41061 -2.32645 3.68380
C 3.56941 -3.39917 3.87596
C 1.78150 4.06709 -1.02337
C 1.11782 4.26708 -2.19334
C -0.04987 3.56623 -2.47324
C 1.34132 3.05876 -0.08978
C -3.73873 -1.80982 -0.85212
C 1.99726 -1.06043 3.44282
C -0.42839 2.48604 -1.55429
C -0.65397 -1.30748 -1.93527
C 4.15424 -2.14855 3.74647
H -3.79803 -2.56306 -1.61886
H 4.20198 -4.26779 4.06767
H -2.37038 0.29107 0.70812
H -1.23021 -1.72696 -2.79056
H 0.26563 -1.86219 -1.81559
H -0.53271 4.77364 -4.16103
H -4.06321 -0.85416 -1.19428
H -1.31173 -4.45844 -0.38285
H 0.04207 -3.44800 0.22101
H -1.31939 -3.74410 1.29153
H 5.24243 -1.97267 3.81220
H -2.02613 1.07082 -1.17822
H 1.66556 -4.42270 3.96141
H 1.40553 4.99376 -2.95415
H -4.36107 -2.14626 -0.01105
H -2.66219 3.55128 -4.66503
H 2.56937 4.79168 -0.69409
H -3.29366 1.60341 -3.18815
H 1.87894 2.96851 0.84217
H -0.42394 -0.27686 -2.14550

## Properties
Relative energy (zero: lowest compared OMol25 entry of this formula, charge and spin) (kJ/mol): 125.53
Total charge: -1
Orbital gap (eV): 5.471
HOMO energy (eV): -2.71
Molecular weight (g mol⁻¹): 505.69
LUMO level (eV): 2.76
Total energy (hartree): -6094.3443

These are the Löwdin partial charges, in e, on atoms 1 to 2: number 1, Ge, carries 0.6923; number 2, Ga, carries 0.3850

=====

# 2
DFT (ωB97M-V with the def2-TZVPD basis set) results for a molecular structure, C20H20Cl3F4IrN2O5S2.

CARTESIAN COORDINATES (ANGSTROEM)
Ir -0.11944 -1.05846 0.55282
Cl -0.57475 -3.02537 -3.01406
Cl -2.82896 -3.87268 -1.38090
Cl -3.26212 -2.76116 -4.00948
S 0.12418 -3.42393 0.48559
S -1.13597 -3.38714 2.14075
F -5.20221 1.65484 -0.30332
F -3.37821 0.18702 0.96551
F -0.07155 3.40231 -0.12062
F -1.94924 4.91700 -1.28213
O -0.41209 -3.87661 3.31410
O -1.35125 -1.89777 2.23335
O -2.90112 -0.36525 -2.49260
O -2.35843 -4.11640 1.88043
O -1.75222 -1.15450 -0.75438
N 1.40349 -0.57883 1.98281
N -0.63271 0.91643 0.98398
C 1.86483 -1.71105 2.85642
C 2.35365 -0.03021 -3.49834
C -1.33963 2.93939 -0.14557
C 0.68819 0.34271 2.91420
C -1.62055 1.67947 0.40707
C 2.91191 -2.63833 2.26377
C -0.09726 1.44479 2.21189
C -2.30544 -1.23642 -1.87986
C -2.30355 3.71928 -0.74932
C 1.20470 0.67045 -3.15492
C 0.96300 -0.60173 -1.08017
C -2.97091 1.29279 0.34986
C 0.52875 0.38995 -1.97449
C -3.92058 2.07469 -0.27755
C 2.11574 -1.30344 -1.46545
C 2.80211 -1.02806 -2.64124
C 2.64491 0.06305 1.45631
C 2.53373 1.43598 0.81725
C -3.61157 3.29629 -0.84187
C -2.25033 -2.67579 -2.53747
H 0.98959 -2.28460 3.14621
H 2.60429 -2.99247 1.28346
H 2.28165 -1.24723 3.76259
H 3.34459 0.11746 2.30346
H 3.43046 1.60369 0.21624
H 3.68216 -1.61059 -2.89779
H 1.41828 0.77070 3.61605
H 1.66858 1.50668 0.16380
H 0.51496 2.34723 2.07040
H -4.36390 3.89344 -1.33541
H -0.37887 0.93995 -1.75486
H 0.81841 1.43811 -3.81764
H 3.06241 -0.62986 0.73419
H 2.87769 0.18258 -4.42376
H -0.89601 1.73504 2.91706
H 2.47747 2.22892 1.56278
H 3.90201 -2.18117 2.20691
H 2.97397 -3.51688 2.90899
H -0.00239 -0.29166 3.46759
H 2.46529 -2.12187 -0.84231

## Properties
Relative energy (zero: lowest compared OMol25 entry of this formula, charge and spin) (kJ/mol): 40.30
Total charge: -2
Orbital gap (eV): 6.067
HOMO energy (eV): -1.60
Molecular weight (g mol⁻¹): 807.09
LUMO level (eV): 4.47
Total energy (hartree): -3940.6962

These are the Löwdin partial charges, in e, on atoms 1 to 2: number 1, Ir, carries 1.1367; number 2, Cl, carries 0.5934

=====

# 3
DFT (ωB97M-V with the def2-TZVPD basis set) results for a gas-phase ion, C20H20F4N (charge +1) in a non-equilibrium geometry.

CARTESIAN COORDINATES (ANGSTROEM)
F 0.25123 1.54046 -3.69155
F -0.36543 -2.90900 -2.23662
F 6.09645 5.47940 -0.14672
F 8.41473 3.00355 3.17377
N 1.07405 0.07372 2.05324
C 0.19731 -1.66142 -2.07106
C 2.07903 0.10403 3.18119
C 7.32741 4.26528 1.47386
C 6.45336 2.08303 2.19116
C -1.29473 0.80339 2.29636
C 0.14985 1.28536 2.18926
C -1.30102 -0.71490 2.34140
C 0.94761 -1.43510 -0.91531
C 5.32401 2.20649 1.33423
C -0.07983 -0.68874 -3.02042
C 0.46678 0.55606 -2.75241
C 4.31830 1.14419 1.31780
C 2.05817 0.14296 0.76016
C 3.15713 1.15853 0.61428
C 5.24983 3.35234 0.50271
C 7.40590 3.10390 2.24608
C 6.24520 4.33417 0.59544
C 0.15312 -1.19413 2.33979
C 1.38063 -0.13387 -0.60717
C 1.19671 0.86262 -1.59190
H -0.65278 -0.90280 -3.90374
H 2.68807 -0.81870 3.22054
H -1.76953 -1.13074 1.45854
H 6.56623 1.19786 2.82451
H -1.82973 1.21664 3.15388
H 3.15905 1.76508 -0.31447
H 8.01817 5.07197 1.59159
H 2.72105 0.98831 3.11788
H 4.42086 3.48238 -0.19541
H 0.38193 -1.51279 3.37507
H 1.12423 -2.27022 -0.22046
H 4.63505 0.23898 1.86720
H 0.37440 -2.02687 1.64672
H 2.50360 -0.79354 1.16349
H 0.36154 2.02035 1.39244
H -1.87738 -1.10036 3.18739
H 1.44391 0.15617 4.09507
H 0.40248 1.72430 3.16021
H -1.82720 1.16401 1.42321
H 1.52745 1.90723 -1.47929

## Properties
Relative energy (zero: lowest compared OMol25 entry of this formula, charge and spin) (kJ/mol): 99.59
Total charge: +1
Orbital gap (eV): 8.218
HOMO energy (eV): -11.97
Molecular weight (g mol⁻¹): 350.38
SMILES: C[N+]1([C@H](/C=C/c2cc(F)cc(F)c2)c2cc(F)cc(F)c2)CCCC1
LUMO level (eV): -3.75
Total energy (hartree): -1228.0097

These are the Löwdin partial charges, in e, on atoms 1 to 2: number 1, F, carries 0.0582; number 2, F, carries 0.0552

=====

# 4
DFT (ωB97M-V with the def2-TZVPD basis set) results for C20H20FN3O4 in the gas phase.

CARTESIAN COORDINATES (ANGSTROEM)
F -4.23298 -0.22028 1.86712
O 7.10356 -1.44845 0.85493
O -2.31565 2.66698 0.86318
O 1.78704 2.18249 0.52547
O -0.82575 -1.33505 -0.72655
N 1.22304 -0.61238 -1.46171
N 0.24959 0.52017 0.15809
N -2.70137 0.69533 -0.16930
C -1.99118 1.52852 0.60932
C -5.05577 0.03991 -0.34352
C -6.99497 -1.26122 -0.97202
C 4.42650 0.85672 -0.17623
C 5.64406 0.43580 0.32727
C 3.48318 -0.05546 -0.62713
C -0.71003 0.89065 1.17542
C -4.00005 1.05608 -0.68634
C 2.15887 0.44847 -1.17368
C 1.41715 1.20114 -0.05980
C 0.11713 -0.57717 -0.69462
C 5.94162 -0.92179 0.38813
C -5.13190 -0.54963 0.91392
C 4.98833 -1.84042 -0.05279
C -6.00976 -0.34003 -1.27978
C 2.36261 1.35380 -2.39356
C 8.09616 -0.57285 1.33479
C 3.77522 -1.41241 -0.54782
C -7.04297 -1.83322 0.28766
C -6.10428 -1.47722 1.23892
H -4.24797 2.02708 -0.23978
H -3.95504 1.17719 -1.77526
H 2.89309 2.25373 -2.09882
H 1.34679 -1.27803 -2.20449
H -7.80744 -2.55465 0.53122
H -7.72428 -1.53555 -1.71874
H 5.22176 -2.89136 0.00805
H 8.44933 0.10310 0.54953
H -5.97643 0.10064 -2.26530
H 6.34783 1.17630 0.67167
H 2.94224 0.83160 -3.15157
H -6.11428 -1.90302 2.22987
H -0.22245 1.62171 1.82415
H 4.20215 1.91113 -0.19165
H 3.05258 -2.14822 -0.86573
H 8.91824 -1.20950 1.65769
H 1.39896 1.63858 -2.81102
H 7.73686 0.01347 2.18623
H -2.36314 -0.24716 -0.33436
H -0.98800 0.00030 1.74704

## Properties
Relative energy (zero: lowest compared OMol25 entry of this formula, charge and spin) (kJ/mol): 0.00
Total charge: 0
Orbital gap (eV): 9.352
HOMO energy (eV): -8.73
Molecular weight (g mol⁻¹): 385.40
SMILES: COc1ccc([C@@]2(C)NC(=O)N(CC(=O)NCc3ccccc3F)C2=O)cc1
LUMO level (eV): 0.62
Total energy (hartree): -1339.3027

These are the Löwdin partial charges, in e, on atoms 1 to 2: number 1, F, carries 0.0730; number 2, O, carries -0.0813

=====

# 5
DFT (ωB97M-V with the def2-TZVPD basis set) results for a molecular structure, C20H20FN4OPdS3 in a non-equilibrium geometry.

CARTESIAN COORDINATES (ANGSTROEM)
Pd -0.02549 -0.70059 0.25050
S -4.78551 -0.76404 0.56970
S 1.74961 0.19626 2.53890
S -0.69328 4.09851 -0.21355
F 2.20340 -2.48159 -5.05622
O 2.16105 -0.16415 1.11883
N -2.26559 -0.55734 0.22477
N -0.48126 1.58014 0.15127
N -3.02449 -2.77737 0.15360
N 1.59072 2.62283 -0.12463
C -2.04445 -2.18642 3.46512
C -4.08839 0.81287 0.55530
C -2.75942 0.74334 0.34172
C 0.55990 -1.21358 -1.56014
C 1.27069 -0.31579 -2.32701
C -1.95216 -0.83553 3.81227
C 0.35733 -2.51833 -1.96036
C -1.01132 -2.76082 2.73536
C -3.23305 -2.99832 3.89611
C 0.24199 2.64226 -0.06986
C 0.11013 -2.02435 2.37359
C 1.65332 -2.06110 -3.90662
C -3.22215 -1.44320 0.28881
C -0.83366 -0.09161 3.49014
C 0.91685 -2.95649 -3.15546
C -1.82791 1.87388 0.19151
C 1.83764 -0.74723 -3.52023
C 2.75711 -0.82123 3.61200
C -2.13319 3.17556 0.01065
C 0.20828 -0.69199 2.78690
H -3.11156 -4.04917 3.63866
H 2.68385 -1.85949 3.29628
H -2.15875 -3.06310 -0.27349
H -4.14902 -2.63086 3.42758
H -3.10080 3.64911 -0.02321
H 2.11609 3.42573 -0.41501
H 1.39440 0.71438 -2.01939
H 2.06623 1.75388 0.08286
H 2.39556 -0.69156 4.63275
H -2.76303 -0.36803 4.35906
H -1.07094 -3.80550 2.45474
H 3.78471 -0.47011 3.53129
H 2.40835 -0.07566 -4.14738
H 0.94592 -2.51902 1.89200
H -3.81666 -3.38404 0.03583
H -4.70300 1.68818 0.68805
H -0.75818 0.94815 3.78679
H -0.20932 -3.21855 -1.35878
H 0.77927 -3.97122 -3.50394
H -3.36902 -2.92391 4.97583

## Properties
Relative energy (zero: lowest compared OMol25 entry of this formula, charge and spin) (kJ/mol): 69.08
Total charge: +1
Orbital gap (eV): 7.259
HOMO energy (eV): -10.76
Molecular weight (g mol⁻¹): 554.03
LUMO level (eV): -3.50
Total energy (hartree): -2490.4798

These are the Löwdin partial charges, in e, on atoms 1 to 2: number 1, Pd, carries 0.8254; number 2, S, carries 1.0856